The following is a quantum chemistry calculation of a cluster of 3 separate species, C26H36F3N6O7 in total in a non-equilibrium geometry, from OMol25.

Last column: Mulliken charge in e.
Cartesian coordinates (Å):
O1 -0.81 -2.49 -0.50  -0.59
C1 -0.48 -2.30 -1.83  0.58
C2 -1.51 -2.29 -2.78  -0.47
C3 -1.23 -2.15 -4.13  -0.65
C4 0.10 -2.03 -4.54  -0.83
C5 1.13 -2.04 -3.60  -0.53
C6 0.85 -2.16 -2.23  1.04
C7 2.01 -2.14 -1.26  -1.64
N1 1.77 -1.29 -0.10  -0.11
C8 2.07 0.12 -0.32  -0.13
C9 2.87 0.74 0.82  -0.82
C10 2.30 0.37 2.20  -1.09
N2 2.65 1.33 3.24  -0.10
C11 1.98 2.35 3.71  0.44
N3 2.44 3.11 4.72  -0.66
C12 1.51 4.00 4.97  0.28
C13 1.49 5.04 6.00  0.37
C14 2.31 6.16 5.94  -0.32
C15 2.22 7.09 6.96  -0.34
N4 1.39 7.01 8.00  -0.56
C16 0.62 5.93 8.03  -0.39
C17 0.63 4.92 7.08  -0.28
N5 0.47 3.86 4.16  -0.41
N6 0.74 2.80 3.32  0.43
C18 -0.21 2.42 2.30  0.86
F1 0.38 2.30 1.15  -0.18
F2 -0.79 1.29 2.62  -0.23
F3 -1.11 3.37 2.25  -0.30
H1 -1.46 -3.20 -0.46  0.28
H2 -2.54 -2.39 -2.46  0.44
H3 -2.01 -2.13 -4.88  0.53
H4 0.34 -1.91 -5.59  0.48
H5 2.15 -1.94 -3.92  0.36
H6 2.91 -1.84 -1.81  0.39
H7 2.18 -3.16 -0.92  0.48
H8 2.29 -1.68 0.67  0.21
H9 1.16 0.70 -0.49  -0.05
H10 2.66 0.23 -1.23  0.40
H11 3.89 0.36 0.77  0.42
H12 2.94 1.82 0.71  0.33
H13 1.23 0.16 2.17  0.57
H14 2.76 -0.56 2.50  0.51
H15 3.55 1.20 3.68  0.30
H16 3.00 6.31 5.12  0.44
H17 2.87 7.95 6.92  0.38
H18 -0.06 5.84 8.87  0.38
H19 -0.01 4.06 7.19  0.44
H20 -0.37 4.42 4.17  0.30
C19 -1.06 2.64 -1.59  -0.90
C20 -1.40 2.17 -2.98  -0.25
O2 -0.90 3.07 -3.98  -0.36
C21 0.38 2.90 -4.30  0.74
O3 1.11 2.06 -3.82  -0.51
O4 0.71 3.80 -5.22  -0.35
C22 2.08 3.74 -5.64  -0.63
H21 -1.40 3.67 -1.43  0.38
H22 -1.53 1.99 -0.85  0.38
H23 0.02 2.63 -1.43  0.15
H24 -2.48 2.16 -3.12  0.37
H25 -1.03 1.16 -3.17  0.21
H26 2.34 2.74 -5.96  0.29
H27 2.74 4.06 -4.83  0.28
H28 2.17 4.43 -6.47  0.23
C23 -5.83 -7.25 -0.58  -1.07
C24 -4.49 -7.84 -0.22  -0.17
O5 -3.62 -7.92 -1.36  -0.39
C25 -2.99 -6.80 -1.69  0.76
O6 -3.06 -5.75 -1.11  -0.57
O7 -2.25 -7.04 -2.77  -0.35
C26 -1.55 -5.89 -3.24  -0.51
H29 -6.28 -7.81 -1.40  0.30
H30 -6.51 -7.28 0.28  0.35
H31 -5.73 -6.21 -0.90  0.29
H32 -4.60 -8.86 0.13  0.30
H33 -4.00 -7.27 0.57  0.30
H34 -0.98 -5.43 -2.44  0.22
H35 -2.25 -5.17 -3.66  0.27
H36 -0.87 -6.23 -4.02  0.30

DFT total energy = -58965.4584 eV
Total charge = +1
HOMO = -10.4 eV
Gap between HOMO and LUMO = 7.227 eV

***

The following is a quantum chemistry calculation of a structure of composition C26H36F8NO21PSi2 in a non-equilibrium geometry, from OMol25.

Last column: Mulliken charge in e.
Cartesian coordinates (Å):
C1 -5.41 -3.04 0.99  0.51
C2 -4.28 -3.01 0.52  -1.03
Si1 -2.65 -2.73 -0.43  0.77
F1 -1.47 -3.60 0.42  -0.34
O1 -2.38 -1.04 -0.47  -0.16
Si2 -1.30 -0.48 0.74  0.37
O2 0.24 -1.20 0.72  -0.35
C3 0.80 -1.32 -0.62  0.43
C4 1.40 -2.80 -0.72  -0.21
C5 2.99 -2.82 -0.76  -0.16
C6 3.42 -4.35 -0.45  -1.11
C7 -1.97 -0.58 2.52  0.40
C8 -3.18 0.44 2.81  -1.01
F2 -2.29 -1.89 2.98  -0.33
P1 -2.84 -3.68 -2.42  0.01
N1 -2.60 -2.56 -3.75  -0.47
O3 -1.54 -4.81 -2.59  -0.43
H1 -6.45 -3.25 1.31  0.38
H2 -1.09 0.96 0.46  -0.28
H3 0.04 -1.10 -1.43  0.26
H4 1.63 -0.55 -0.71  -0.41
H5 1.10 -3.36 0.23  0.28
H6 0.98 -3.39 -1.59  -0.18
H7 3.35 -2.23 0.14  0.24
H8 3.40 -2.45 -1.74  0.28
H9 2.71 -4.77 0.33  0.30
H10 3.29 -4.98 -1.38  0.28
H11 4.46 -4.39 -0.01  0.31
H12 -1.12 -0.21 3.20  0.21
H13 -2.70 1.47 2.86  0.30
H14 -3.56 0.21 3.85  0.22
H15 -3.98 0.40 2.02  0.26
H16 -3.09 -1.67 -3.61  0.29
H17 -1.60 -2.44 -3.91  0.18
H18 -1.12 -4.95 -1.72  0.30
C9 -7.20 1.89 5.42  -0.48
C10 -5.73 1.85 5.71  0.30
O4 -5.15 1.68 4.43  -0.21
C11 -6.02 2.27 3.56  0.54
O5 -5.76 2.55 2.43  -0.49
O6 -7.24 2.49 4.13  -0.27
F3 -5.40 0.78 6.48  -0.30
H19 -7.64 0.89 5.37  0.28
H20 -7.75 2.48 6.15  0.31
H21 -5.34 2.77 6.17  0.29
C12 2.29 3.53 -0.97  -0.53
C13 3.69 3.79 -0.51  0.41
O7 4.22 2.49 -0.34  -0.17
C14 3.55 1.70 -1.23  0.66
O8 3.91 0.61 -1.56  -0.55
O9 2.43 2.31 -1.70  -0.32
F4 3.70 4.42 0.69  -0.36
H22 1.59 3.37 -0.14  0.27
H23 1.90 4.33 -1.61  0.30
H24 4.30 4.34 -1.23  0.29
C15 -9.96 3.66 1.59  -0.41
C16 -9.65 4.93 2.31  0.45
O10 -10.71 5.06 3.22  -0.31
C17 -11.11 3.79 3.50  0.65
O11 -11.80 3.49 4.42  -0.51
O12 -10.62 2.90 2.59  -0.31
F5 -9.67 5.99 1.45  -0.29
H25 -10.64 3.81 0.75  0.30
H26 -9.07 3.15 1.23  0.26
H27 -8.70 4.92 2.85  0.19
C18 7.83 1.68 -3.07  -0.56
C19 7.88 2.12 -1.64  0.59
O13 7.10 3.31 -1.65  -0.29
C20 6.19 3.14 -2.65  0.72
O14 5.21 3.80 -2.77  -0.61
O15 6.54 2.12 -3.48  -0.31
F6 9.14 2.44 -1.28  -0.29
H28 8.59 2.16 -3.69  0.29
H29 7.93 0.60 -3.18  0.32
H30 7.46 1.41 -0.94  0.13
C21 9.07 0.27 3.27  -0.44
C22 7.64 0.67 3.11  0.31
O16 7.40 0.46 1.73  -0.19
C23 8.24 -0.55 1.37  0.61
O17 8.14 -1.18 0.36  -0.50
O18 9.21 -0.75 2.30  -0.33
F7 7.46 1.98 3.39  -0.28
H31 9.76 1.09 3.04  0.29
H32 9.29 -0.10 4.27  0.27
H33 6.94 0.07 3.70  0.27
C24 -0.07 -4.39 -5.67  -0.14
C25 -0.06 -3.23 -6.62  0.41
O19 1.09 -3.46 -7.40  -0.31
C26 1.25 -4.82 -7.43  0.58
O20 1.95 -5.40 -8.20  -0.50
O21 0.51 -5.43 -6.46  -0.34
F8 0.11 -2.06 -5.95  -0.26
H34 0.55 -4.22 -4.79  0.13
H35 -1.07 -4.65 -5.35  0.19
H36 -0.94 -3.16 -7.27  0.22

DFT total energy = -118820.3862 eV
HOMO = -8.5 eV
Gap between HOMO and LUMO = 8.534 eV

***

The following is a quantum chemistry calculation of a structure of composition C26H36MgN12S2, from OMol25.

Last column: Mulliken charge in e.
Cartesian coordinates (Å):
Mg1 -0.44 0.54 0.75  1.69
C1 -0.82 -1.69 5.67  -0.78
S1 -0.58 0.09 5.53  -0.05
C2 -1.03 0.43 3.87  0.56
S2 -1.61 -0.78 2.81  -0.42
N1 -0.90 1.70 3.60  -1.74
N2 -1.10 1.97 2.29  1.26
C3 -1.67 3.06 1.96  -1.19
C4 -1.93 3.27 0.53  0.87
C5 -2.46 4.46 0.04  -1.05
C6 -2.69 4.57 -1.33  -0.50
C7 -2.38 3.50 -2.15  -0.89
C8 -1.85 2.35 -1.57  -0.41
N3 -1.63 2.24 -0.27  0.40
H1 -0.56 -1.93 6.70  0.36
H2 -0.17 -2.22 4.99  0.25
H3 -1.86 -1.96 5.49  0.26
H4 -2.01 3.78 2.70  0.41
H5 -2.69 5.27 0.71  0.51
H6 -3.10 5.48 -1.74  0.43
H7 -2.54 3.54 -3.22  0.50
H8 -1.58 1.49 -2.18  0.37
C9 3.17 -1.14 -1.10  -1.37
N4 3.29 0.31 -1.04  0.91
C10 4.59 0.82 -1.44  -1.42
C11 2.24 1.10 -0.73  -0.29
N5 0.97 0.79 -0.95  0.74
C12 0.64 -0.03 -2.04  -0.46
C13 1.26 0.08 -3.29  -0.61
C14 0.85 -0.69 -4.36  -0.81
C15 -0.21 -1.57 -4.22  -0.96
C16 -0.86 -1.66 -3.00  -0.57
C17 -0.45 -0.91 -1.89  0.18
N6 -1.16 -0.90 -0.68  0.83
C18 -1.82 -1.99 -0.33  -0.44
N7 -1.29 -3.24 -0.41  0.43
C19 -2.06 -4.39 -0.83  -1.35
C20 0.15 -3.41 -0.36  -0.85
N8 -3.07 -1.88 0.17  0.23
C21 -3.62 -2.80 1.15  -1.43
C22 -3.82 -0.64 0.00  -1.07
N9 2.53 2.28 -0.12  0.20
C23 1.53 3.33 -0.06  -1.20
C24 3.56 2.39 0.90  -1.15
H9 3.10 -1.50 -2.13  0.35
H10 2.28 -1.45 -0.56  0.18
H11 4.04 -1.57 -0.61  0.57
H12 4.84 0.42 -2.42  0.38
H13 5.36 0.53 -0.73  0.37
H14 4.55 1.91 -1.51  0.43
H15 2.07 0.79 -3.40  0.47
H16 1.36 -0.59 -5.32  0.42
H17 -0.55 -2.16 -5.06  0.42
H18 -1.73 -2.31 -2.90  0.45
H19 -3.08 -4.09 -1.08  0.40
H20 -2.10 -5.16 -0.06  0.37
H21 -1.60 -4.82 -1.72  0.41
H22 0.59 -2.62 0.24  -0.04
H23 0.60 -3.41 -1.35  0.27
H24 0.36 -4.37 0.13  0.53
H25 -2.83 -3.45 1.53  0.44
H26 -4.42 -3.41 0.73  0.32
H27 -4.00 -2.23 2.00  0.51
H28 -3.49 -0.14 -0.91  0.27
H29 -3.67 0.02 0.85  0.23
H30 -4.88 -0.88 -0.08  0.46
H31 0.88 3.28 -0.92  0.31
H32 2.04 4.30 -0.04  0.49
H33 0.93 3.25 0.86  0.25
H34 4.19 1.51 0.93  0.37
H35 3.10 2.52 1.88  0.27
H36 4.20 3.26 0.70  0.31
N10 1.30 -0.09 1.73  -0.12
C25 2.32 -0.38 2.23  0.59
N11 3.41 -0.73 2.82  -0.94
C26 4.51 -0.72 2.10  0.51
N12 5.50 -0.72 1.50  -0.62

DFT total energy = -72545.9541 eV
HOMO = -7.6 eV
Gap between HOMO and LUMO = 7.162 eV
Energy relative to the best compared isomer or geometry (same formula, charge and spin) = 0.00 kcal per mole

***

What did the third record say?
The following is a quantum chemistry calculation of a structure of composition C26H36MgN12S2, from OMol25.

Last column: Mulliken charge in e.
Cartesian coordinates (Å):
Mg1 -0.44 0.54 0.75  1.69
C1 -0.82 -1.69 5.67  -0.78
S1 -0.58 0.09 5.53  -0.05
C2 -1.03 0.43 3.87  0.56
S2 -1.61 -0.78 2.81  -0.42
N1 -0.90 1.70 3.60  -1.74
N2 -1.10 1.97 2.29  1.26
C3 -1.67 3.06 1.96  -1.19
C4 -1.93 3.27 0.53  0.87
C5 -2.46 4.46 0.04  -1.05
C6 -2.69 4.57 -1.33  -0.50
C7 -2.38 3.50 -2.15  -0.89
C8 -1.85 2.35 -1.57  -0.41
N3 -1.63 2.24 -0.27  0.40
H1 -0.56 -1.93 6.70  0.36
H2 -0.17 -2.22 4.99  0.25
H3 -1.86 -1.96 5.49  0.26
H4 -2.01 3.78 2.70  0.41
H5 -2.69 5.27 0.71  0.51
H6 -3.10 5.48 -1.74  0.43
H7 -2.54 3.54 -3.22  0.50
H8 -1.58 1.49 -2.18  0.37
C9 3.17 -1.14 -1.10  -1.37
N4 3.29 0.31 -1.04  0.91
C10 4.59 0.82 -1.44  -1.42
C11 2.24 1.10 -0.73  -0.29
N5 0.97 0.79 -0.95  0.74
C12 0.64 -0.03 -2.04  -0.46
C13 1.26 0.08 -3.29  -0.61
C14 0.85 -0.69 -4.36  -0.81
C15 -0.21 -1.57 -4.22  -0.96
C16 -0.86 -1.66 -3.00  -0.57
C17 -0.45 -0.91 -1.89  0.18
N6 -1.16 -0.90 -0.68  0.83
C18 -1.82 -1.99 -0.33  -0.44
N7 -1.29 -3.24 -0.41  0.43
C19 -2.06 -4.39 -0.83  -1.35
C20 0.15 -3.41 -0.36  -0.85
N8 -3.07 -1.88 0.17  0.23
C21 -3.62 -2.80 1.15  -1.43
C22 -3.82 -0.64 0.00  -1.07
N9 2.53 2.28 -0.12  0.20
C23 1.53 3.33 -0.06  -1.20
C24 3.56 2.39 0.90  -1.15
H9 3.10 -1.50 -2.13  0.35
H10 2.28 -1.45 -0.56  0.18
H11 4.04 -1.57 -0.61  0.57
H12 4.84 0.42 -2.42  0.38
H13 5.36 0.53 -0.73  0.37
H14 4.55 1.91 -1.51  0.43
H15 2.07 0.79 -3.40  0.47
H16 1.36 -0.59 -5.32  0.42
H17 -0.55 -2.16 -5.06  0.42
H18 -1.73 -2.31 -2.90  0.45
H19 -3.08 -4.09 -1.08  0.40
H20 -2.10 -5.16 -0.06  0.37
H21 -1.60 -4.82 -1.72  0.41
H22 0.59 -2.62 0.24  -0.04
H23 0.60 -3.41 -1.35  0.27
H24 0.36 -4.37 0.13  0.53
H25 -2.83 -3.45 1.53  0.44
H26 -4.42 -3.41 0.73  0.32
H27 -4.00 -2.23 2.00  0.51
H28 -3.49 -0.14 -0.91  0.27
H29 -3.67 0.02 0.85  0.23
H30 -4.88 -0.88 -0.08  0.46
H31 0.88 3.28 -0.92  0.31
H32 2.04 4.30 -0.04  0.49
H33 0.93 3.25 0.86  0.25
H34 4.19 1.51 0.93  0.37
H35 3.10 2.52 1.88  0.27
H36 4.20 3.26 0.70  0.31
N10 1.30 -0.09 1.73  -0.12
C25 2.32 -0.38 2.23  0.59
N11 3.41 -0.73 2.82  -0.94
C26 4.51 -0.72 2.10  0.51
N12 5.50 -0.72 1.50  -0.62

DFT total energy = -72545.9541 eV
HOMO = -7.6 eV
Gap between HOMO and LUMO = 7.162 eV
Energy relative to the best compared isomer or geometry (same formula, charge and spin) = 0.00 kcal per mole

***

> What is the formula in the first record?

C26H36F3N6O7